Record 1
Computed, not measured: a cluster of 7 separate species, C32H73O18P in total in a non-equilibrium geometry, with ωB97M-V/def2-TZVPD.

The geometry in XYZ format:
```
124
Properties=species:S:1:pos:R:3:forces:R:3:mulliken_charge:R:1
O -4.63651 -2.52044 -7.01136 -2.9 0.6 -0.4 -0.446
C -3.52628 -2.82661 -6.85537 1.7 -0.2 0.1 0.282
O -3.17556 -4.05181 -6.40255 1.0 0.7 -0.1 -0.401
C -1.77865 -4.17693 -6.06906 0.1 0.0 1.2 -0.532
C -1.62816 -4.62069 -4.57112 0.8 -1.3 -1.0 0.042
C -0.41435 -3.95257 -3.87447 -0.2 -0.3 0.2 -1.176
C -0.74062 -2.66088 -3.07772 0.0 -0.1 0.4 -0.743
C -1.43631 -1.57556 -3.88835 -0.3 0.7 -0.9 0.755
O -2.31847 -0.66366 -3.19234 -1.0 -0.7 -0.3 -0.561
C -2.65179 0.20301 -4.23331 4.5 -0.6 2.2 0.695
O -3.68003 0.43662 -4.67229 -3.1 1.0 -1.0 -0.481
O -1.41347 0.68571 -4.66867 -0.6 -0.8 -0.1 -0.360
C -0.60085 -0.51589 -4.67563 0.4 0.3 -0.8 0.002
P 1.19369 -0.24221 -4.31199 1.1 -0.1 -1.2 0.391
O 2.03428 -1.26196 -4.99931 -0.5 -0.3 0.5 -0.687
H -2.73273 -2.07788 -7.09000 0.4 -0.7 0.3 0.334
H -1.32486 -4.89696 -6.76490 -0.1 0.2 0.3 0.355
H -1.23977 -3.21152 -6.14643 -0.4 -0.4 -0.5 0.338
H -1.39581 -5.71976 -4.62876 -0.3 0.9 0.3 -0.094
H -2.57662 -4.54903 -4.01424 0.3 0.3 -0.3 0.379
H -0.02973 -4.68305 -3.13899 -0.1 0.4 -0.2 0.416
H 0.41097 -3.81136 -4.59918 -0.4 0.1 0.3 0.378
H -1.40038 -2.96288 -2.24216 0.1 0.3 -0.4 0.381
H 0.18881 -2.28888 -2.61260 -0.4 0.0 -0.1 0.372
H -2.10281 -2.00275 -4.66260 0.4 -0.4 0.5 -0.101
H -0.57916 -0.78806 -5.74903 0.5 -0.2 0.4 0.288
H 1.47436 -0.10628 -2.93012 -0.5 0.1 -0.1 0.054
H 1.50670 1.01419 -4.91141 -0.6 0.0 0.7 0.100
C -1.76702 -11.69143 -4.65626 -0.1 0.0 0.0 -0.681
O -3.01290 -11.07125 -4.92656 0.2 0.1 0.1 -0.366
C -3.25871 -9.94258 -4.09851 -0.3 -0.1 -0.3 -0.682
C -3.01249 -8.64467 -4.84180 0.3 0.2 0.4 -0.323
O -1.63104 -8.47134 -5.14560 -0.1 -0.1 -0.2 -0.352
C -1.33555 -8.76991 -6.50016 0.1 0.1 0.0 -0.820
H -1.56403 -12.40459 -5.45410 -0.1 0.0 0.0 0.243
H -0.95272 -10.96288 -4.62204 0.0 0.0 0.0 0.286
H -1.81366 -12.23166 -3.70497 0.1 0.0 0.0 0.322
H -2.65281 -9.98838 -3.18828 0.0 0.0 0.0 0.355
H -4.31228 -9.98465 -3.80549 0.0 0.0 0.0 0.376
H -3.30167 -7.80931 -4.19625 -0.1 0.0 0.0 0.331
H -3.61995 -8.59531 -5.75035 0.0 -0.1 0.0 0.364
H -1.71674 -7.97783 -7.15390 0.0 -0.1 -0.1 0.297
H -1.75776 -9.73064 -6.80403 0.0 0.0 0.0 0.400
H -0.25156 -8.81810 -6.60603 0.0 0.1 0.1 0.262
C -1.81855 2.66353 1.82366 0.0 0.1 0.0 -0.794
O -0.55961 3.11674 1.35483 -0.1 -0.2 0.0 -0.393
C 0.48344 2.17485 1.58551 0.2 0.4 -0.2 -0.139
C 0.83967 1.41907 0.32177 0.0 -0.4 0.2 -0.553
O -0.22353 0.56587 -0.09161 0.0 0.2 -0.1 -0.400
C -0.97078 1.10267 -1.17005 -0.1 0.0 0.3 -0.339
H -2.58542 3.33232 1.43469 0.1 0.1 0.0 0.267
H -2.03392 1.64753 1.48275 0.0 0.0 0.0 0.349
H -1.84639 2.69481 2.91826 -0.1 -0.1 0.0 0.321
H 0.21098 1.48206 2.38753 0.0 0.0 -0.1 0.384
H 1.36046 2.74205 1.91321 0.0 -0.1 0.0 0.005
H 1.70273 0.77872 0.52709 0.0 0.1 0.0 0.305
H 1.11560 2.11212 -0.47979 -0.1 0.1 0.0 0.389
H -0.38738 1.04629 -2.09569 -0.1 0.1 -0.1 -0.016
H -1.26391 2.13945 -0.98390 0.1 0.0 0.0 0.350
H -1.86953 0.50568 -1.28860 0.1 -0.1 0.1 0.232
C 4.14224 3.18492 5.34776 0.0 0.0 0.0 -0.351
O 5.42926 2.69562 5.01288 -0.2 -0.1 -0.1 -0.431
C 5.38277 1.41432 4.39682 0.4 0.2 0.0 -0.089
C 5.56587 1.51720 2.89547 -0.4 -0.2 0.0 -0.765
O 4.45678 2.16800 2.28095 0.1 0.1 0.1 -0.206
C 4.72859 3.51869 1.94724 -0.1 0.0 -0.1 -0.761
H 4.23625 4.23577 5.61739 0.1 0.0 0.0 0.209
H 3.45040 3.10261 4.50578 0.0 0.0 0.0 0.159
H 3.74125 2.63521 6.20689 -0.1 0.0 0.0 0.194
H 4.44872 0.89928 4.63949 0.0 0.0 0.0 0.193
H 6.20738 0.82865 4.81366 -0.1 -0.1 0.0 0.293
H 5.61529 0.50763 2.47608 0.0 0.0 0.0 0.335
H 6.50157 2.03018 2.65240 0.0 0.0 0.1 0.384
H 5.40361 3.56682 1.08582 0.0 0.1 0.0 0.340
H 5.16646 4.06266 2.78774 0.0 0.0 0.0 0.373
H 3.78547 3.99657 1.67929 0.0 -0.1 0.0 0.152
C 0.67764 5.57352 4.29161 0.0 -0.1 -0.1 -0.845
O 2.04803 5.90277 4.13660 -0.1 0.1 0.1 -0.115
C 2.24973 7.08132 3.36769 0.4 -0.2 0.1 -0.534
C 2.57704 8.27040 4.24945 -0.3 0.2 -0.2 -0.615
O 1.46369 8.64469 5.05083 0.1 -0.2 0.1 -0.380
C 1.57918 8.20069 6.39161 -0.1 0.1 0.0 -0.664
H 0.59825 4.79432 5.04953 0.1 0.0 0.0 0.248
H 0.08656 6.43501 4.61300 0.0 0.0 0.0 0.388
H 0.28211 5.18793 3.34553 -0.1 0.0 0.0 0.277
H 1.37699 7.29113 2.74197 0.0 0.0 0.1 0.391
H 3.10114 6.88991 2.70626 0.0 0.0 0.0 0.329
H 2.81360 9.12737 3.61129 0.0 0.0 0.0 0.389
H 3.45206 8.06190 4.87316 0.0 -0.1 0.0 0.313
H 2.33014 8.79463 6.92324 0.0 -0.1 0.1 0.333
H 1.84352 7.14148 6.44599 0.0 0.0 0.0 0.241
H 0.61407 8.34274 6.87789 0.0 0.1 -0.1 0.246
C 4.28616 -3.84767 8.41957 0.0 0.0 0.1 -0.685
O 4.94762 -2.87757 9.21381 0.0 0.0 -0.2 -0.372
C 6.09355 -2.32986 8.57520 -0.1 0.2 0.4 -0.598
C 5.80902 -0.95252 8.00919 0.2 -0.1 -0.4 -0.466
O 4.88732 -1.01562 6.92698 -0.1 0.0 0.2 -0.283
C 3.57781 -0.62821 7.30584 0.0 0.0 -0.1 -0.833
H 3.32303 -4.06278 8.88064 0.0 0.0 0.1 0.243
H 4.11467 -3.48697 7.40196 0.0 0.0 0.0 0.283
H 4.87388 -4.77098 8.38538 0.0 0.0 -0.1 0.326
H 6.46085 -3.00120 7.79289 0.0 0.0 0.0 0.335
H 6.87330 -2.24184 9.33815 0.0 0.0 0.0 0.382
H 6.73989 -0.53618 7.61168 0.0 0.0 0.1 0.353
H 5.44470 -0.27864 8.79056 0.0 -0.1 0.0 0.361
H 3.53320 0.45581 7.45729 -0.1 0.0 0.1 0.229
H 3.25154 -1.13912 8.21504 0.0 0.0 0.0 0.475
H 2.89917 -0.89534 6.49516 0.1 0.0 0.0 0.251
C -5.70978 5.85596 -4.32322 0.0 0.0 0.0 -0.750
O -5.70473 5.27172 -3.03188 -0.1 0.0 -0.2 -0.349
C -7.01100 4.97220 -2.55714 0.3 -0.1 0.3 -0.482
C -7.32369 3.49398 -2.68517 -0.4 0.1 -0.3 -0.458
O -7.42312 3.10012 -4.04640 0.2 0.1 0.1 -0.402
C -6.26240 2.42577 -4.50853 -0.1 -0.1 -0.1 -0.832
H -4.68597 5.86346 -4.69518 0.0 0.0 0.1 0.237
H -6.33140 5.28799 -5.02011 0.0 0.0 0.0 0.328
H -6.07193 6.88815 -4.26839 0.0 0.0 -0.1 0.326
H -7.76195 5.57260 -3.07977 0.0 -0.1 0.0 0.321
H -7.03653 5.24687 -1.49767 -0.1 0.0 0.0 0.365
H -8.29737 3.29908 -2.22441 0.0 0.0 0.1 0.380
H -6.57489 2.89222 -2.16021 0.0 0.1 0.0 0.281
H -6.21647 1.41940 -4.08261 0.1 0.0 0.0 0.360
H -5.34965 2.97222 -4.25836 0.0 0.0 0.0 0.337
H -6.32933 2.34189 -5.59295 -0.1 0.0 0.0 0.345
```
Positions in Å, forces in eV/Å.

SMILES ... O=COCCCC[C@H]1OC(=O)O[C@H]1[PH2]=O.COCCOC.COCCOC.COCCOC.COCCOC.COCCOC.COCCOC

Record 2
Computed, not measured: a structure of composition C32H74F6NO20S2Zn in a non-equilibrium geometry, with ωB97M-V/def2-TZVPD.

The geometry in XYZ format:
```
136
Properties=species:S:1:pos:R:3:forces:R:3:mulliken_charge:R:1
Zn 8.47139 -15.06489 9.29974 0.9 1.2 -1.0 1.582
C 8.76156 -10.99896 8.61947 0.5 0.8 -0.4 -0.448
C 9.42622 -12.15640 8.35800 -0.8 -0.1 1.4 -0.218
C 10.41323 -12.27508 7.22815 0.5 -1.1 -1.8 0.445
O 10.88668 -13.41983 6.96880 -0.2 0.0 0.9 -0.800
C 10.67118 -11.17862 6.39904 -0.8 0.7 1.2 -1.105
C 10.04140 -9.91978 6.66052 0.3 0.6 0.1 0.196
C 8.98042 -9.82948 7.81441 -0.6 -0.4 -0.7 0.640
O 8.23714 -8.85051 7.89731 0.4 -0.2 0.2 -0.651
O 10.23093 -8.85656 6.07129 0.2 -0.2 -0.3 -0.714
O 9.17260 -13.16402 9.14703 0.0 -1.5 -0.1 0.257
H 8.00273 -10.90731 9.38621 0.2 -0.3 0.2 0.576
H 11.38924 -11.29630 5.60296 0.0 0.1 -0.1 0.453
C 7.61022 -12.21854 12.26244 -0.3 -1.0 -1.0 -0.073
F 6.62190 -12.22962 11.36787 -0.2 0.1 0.3 -0.202
F 8.50143 -11.33707 11.87082 0.2 0.2 0.5 -0.023
F 7.13115 -11.95376 13.45985 0.1 0.3 0.1 -0.042
S 8.40725 -13.93876 12.30825 2.4 -0.6 1.8 -1.227
O 9.81509 -13.78459 12.08473 -0.4 0.5 -1.6 -0.485
O 8.23742 -14.47935 13.64064 -1.2 0.0 -0.7 0.263
N 7.63351 -14.82383 11.08360 -0.1 1.0 2.8 0.886
S 6.28596 -15.39690 11.73281 -2.8 -0.8 0.1 0.261
O 5.78423 -14.70941 12.89158 0.7 -0.1 -0.4 -0.093
O 5.26816 -15.65098 10.74948 1.1 -0.3 -0.5 -0.653
C 6.74095 -17.15155 12.32701 -0.1 -0.5 -0.4 0.069
F 6.18797 -18.05259 11.50235 0.0 0.3 -0.1 -0.203
F 8.05308 -17.41752 12.34085 -0.1 0.6 0.1 -0.079
F 6.23918 -17.40715 13.53694 0.3 0.4 0.0 -0.087
C 12.59630 -16.31187 9.69792 -0.5 -0.3 -0.6 -1.487
C 11.54986 -15.25764 10.05468 1.2 0.1 -0.6 -0.003
O 10.22520 -15.79679 10.15409 0.3 -0.5 -0.1 0.537
H 12.43641 -17.26578 10.20926 0.3 0.2 0.4 0.288
H 13.58924 -15.89812 9.86816 0.0 -0.2 0.3 0.415
H 12.55957 -16.56446 8.63478 -0.1 0.1 0.0 0.401
H 11.55852 -14.52776 9.24496 -0.5 0.2 0.1 0.201
H 11.84598 -14.76594 10.97976 -0.4 0.1 0.1 0.092
H 10.21462 -16.40324 10.90435 -0.3 0.1 0.0 -0.204
C 5.12826 -9.27759 10.34156 -1.8 -0.8 0.4 -0.057
C 4.95050 -9.24069 8.83332 2.8 1.2 -0.6 -0.509
O 5.71276 -10.25631 8.18575 -1.0 -1.2 0.1 -0.465
H 4.47347 -8.53639 10.81336 0.4 0.4 0.0 0.512
H 6.13902 -9.23919 10.73812 0.2 0.3 -0.5 -0.333
H 4.68966 -10.21020 10.72342 0.2 -0.1 -0.1 -0.098
H 5.45538 -8.34658 8.43514 -0.6 0.5 0.4 0.347
H 3.92965 -9.19026 8.46329 -0.1 -0.6 0.2 0.369
H 6.65916 -10.07298 8.30409 -0.3 0.6 -0.2 -0.027
C 2.86769 -12.31398 12.76747 -0.5 -0.8 -0.4 -0.998
C 3.09341 -12.20716 14.27539 1.5 0.0 -1.1 0.529
O 2.53395 -11.00545 14.75625 -0.5 0.0 0.2 -0.649
H 2.52878 -11.37971 12.32329 -0.1 0.0 0.2 0.383
H 2.15333 -13.12023 12.57404 -0.4 0.4 -0.1 0.323
H 3.72041 -12.66290 12.17978 0.4 0.3 0.4 -0.012
H 4.18478 -12.17532 14.39652 0.0 -0.1 0.4 -0.057
H 2.74454 -13.13157 14.74270 -0.2 0.3 0.4 0.215
H 2.86877 -10.85668 15.65103 -0.1 -0.2 0.0 0.332
C 4.75187 -13.34326 8.25780 -0.9 -0.2 0.5 -1.240
C 6.25105 -13.27582 8.21952 0.0 0.0 -1.1 0.983
O 6.78676 -14.65198 8.11995 0.0 0.2 0.5 -0.257
H 4.35268 -13.76997 9.18178 0.4 -0.1 0.1 0.162
H 4.36624 -13.98651 7.45974 0.1 0.1 -0.1 0.421
H 4.26790 -12.37056 8.18371 0.4 0.2 -0.3 0.243
H 6.72778 -12.74090 9.03049 0.0 -0.4 0.2 -0.800
H 6.59725 -12.81646 7.29200 -0.1 0.4 0.2 0.424
H 6.51319 -14.92952 7.24146 0.3 -0.4 0.0 0.233
C 9.74915 -14.67575 16.95125 -0.8 -0.3 -1.1 0.085
C 8.74402 -14.38618 18.04428 0.9 1.2 0.3 -0.170
O 9.42106 -13.95224 19.24154 -0.3 -0.5 0.3 -0.602
H 10.60638 -15.29807 17.19907 -0.1 0.1 0.5 0.358
H 10.09120 -13.76642 16.45108 0.2 0.1 0.3 -0.018
H 9.21853 -15.21854 16.16071 0.0 0.1 0.0 -0.248
H 8.09105 -15.22933 18.25592 0.2 0.0 0.3 0.265
H 8.13548 -13.51893 17.76425 -0.4 -0.5 -0.4 0.098
H 9.74210 -13.06535 19.06218 0.1 0.0 0.0 0.329
C 10.83087 -16.46470 14.43488 0.1 -0.1 -0.4 -0.105
C 12.09677 -16.92160 13.74953 -0.5 -0.5 0.0 -0.460
O 12.10710 -18.36857 13.78541 0.3 0.4 -0.2 -0.460
H 9.95358 -16.62023 13.80491 0.0 -0.2 0.0 -0.120
H 10.85188 -15.39032 14.60593 0.1 -0.1 0.3 -0.062
H 10.72898 -17.07702 15.32938 -0.2 0.4 0.3 0.464
H 12.98764 -16.57413 14.27576 0.0 0.3 -0.1 0.511
H 12.08960 -16.57314 12.71199 0.4 0.0 0.0 0.032
H 13.03763 -18.60995 13.79796 -0.1 -0.3 -0.1 0.244
C 6.65580 -19.15338 8.41088 0.0 -0.4 -0.7 -1.621
C 6.84937 -17.64798 8.32814 0.4 -1.4 0.4 -0.049
O 8.09097 -17.27576 8.96036 -0.3 0.9 0.2 -0.070
H 5.80948 -19.41473 7.76955 -0.1 0.0 0.2 0.376
H 6.50652 -19.60634 9.38815 0.0 0.4 0.2 0.280
H 7.50644 -19.66139 7.94087 0.1 0.0 0.1 0.481
H 6.04841 -17.14923 8.86617 0.1 0.4 -0.3 0.143
H 6.92963 -17.43380 7.26076 -0.3 0.5 0.1 0.431
H 8.74902 -17.96773 8.83829 0.1 0.1 -0.1 0.173
C 5.23302 -14.90960 16.38255 0.7 -0.6 0.2 -0.354
C 5.65719 -16.31818 16.80895 -0.3 -0.1 -0.9 -0.464
O 4.86296 -17.27964 16.09336 -0.1 -0.1 0.4 -0.623
H 5.66417 -14.13210 17.01499 0.0 0.0 0.0 0.290
H 4.14801 -14.83944 16.40539 0.0 0.1 -0.1 0.290
H 5.63501 -14.80048 15.37496 -0.4 0.4 -0.1 -0.058
H 5.54178 -16.51878 17.87209 -0.1 0.0 0.0 0.381
H 6.68400 -16.52547 16.49165 0.3 0.3 0.5 0.138
H 5.12608 -17.21915 15.17041 -0.2 0.0 0.1 0.422
C 8.27859 -20.43898 12.93207 -0.8 0.3 0.9 -1.027
C 9.64515 -20.14243 12.31748 -0.9 -0.5 1.0 0.679
O 9.99727 -21.12362 11.36706 0.4 0.4 -1.0 -0.564
H 7.37083 -20.29827 12.33961 0.5 0.2 -0.6 0.143
H 8.12013 -19.78207 13.79554 0.1 0.0 0.0 0.249
H 8.13568 -21.45268 13.32067 0.6 -0.1 0.0 0.449
H 10.37765 -20.06063 13.12470 0.1 -0.2 -0.1 0.122
H 9.61717 -19.14592 11.88148 0.1 -0.2 -0.6 -0.414
H 10.03838 -21.99629 11.76173 -0.1 0.1 0.3 0.325
C 6.50029 -9.63877 16.11237 0.3 1.4 -0.6 -0.676
C 4.97219 -9.69674 16.03932 0.8 0.6 0.5 -0.311
O 4.44148 -10.75794 16.85133 0.1 0.3 -0.7 -0.625
H 6.96238 -10.00340 17.02920 -0.3 -0.3 0.0 0.277
H 6.75493 -8.57072 16.06892 0.1 0.0 0.2 0.366
H 7.03332 -10.01422 15.23887 -0.2 -0.6 0.2 -0.064
H 4.66883 -9.71204 14.99488 -0.3 -0.8 0.1 0.360
H 4.55859 -8.75002 16.40750 0.1 0.0 0.1 0.312
H 4.84279 -10.57052 17.70474 -0.2 -0.4 0.2 0.335
C 10.89191 -10.71148 14.97507 -1.0 -0.1 0.5 -0.793
C 11.48423 -11.36165 13.72184 -1.3 -0.2 0.4 1.261
O 12.75826 -10.83775 13.45162 0.6 -0.1 0.3 -0.651
H 11.49960 -10.58771 15.87462 0.9 0.2 -0.6 0.448
H 10.10265 -11.31526 15.44620 -0.2 -0.3 -0.7 0.071
H 10.40156 -9.76975 14.72834 0.3 0.2 0.1 0.051
H 10.80836 -11.19166 12.87784 0.0 0.3 0.1 -0.406
H 11.39547 -12.45077 13.82890 0.9 -0.1 0.1 -0.297
H 12.91650 -10.76002 12.50826 -0.2 -0.1 -0.1 0.393
C 10.11997 -8.03244 12.43813 -0.9 0.5 1.1 -0.835
C 8.99729 -8.03415 11.41589 0.8 -0.3 -1.2 0.664
O 8.68449 -6.75619 10.87895 -0.1 0.1 0.4 -0.586
H 10.54791 -9.03203 12.46456 0.2 0.1 0.2 -0.037
H 9.70988 -7.75370 13.41851 0.0 -0.4 0.1 0.237
H 10.87872 -7.26045 12.31416 0.1 -0.2 -0.8 0.456
H 8.09210 -8.55202 11.74339 0.1 0.1 0.4 -0.119
H 9.37204 -8.64003 10.58440 -0.3 0.2 -0.2 -0.178
H 7.89993 -6.42655 11.32322 0.0 0.1 0.0 0.339
```
Positions in Å, forces in eV/Å.

Net charge ... -1

In g/mol, the M values for the records above are, in order, 776.89, 1036.44.
In eV, the HOMO values for the records above are, in order, -9.050, -4.095.